{"formula": "C16H32Cl32", "method": "ωB97M-V/def2-TZVPD", "relative_energy_kcal_mol": 0.0, "gap_ev": 10.51, "homo_energy_ev": -10.434, "species": ["Cl", "Cl", "Cl", "Cl", "Cl", "Cl", "Cl", "Cl", "Cl", "Cl", "Cl", "Cl", "Cl", "Cl", "Cl", "Cl", "Cl", "Cl", "Cl", "Cl", "Cl", "Cl", "Cl", "Cl", "Cl", "Cl", "Cl", "Cl", "Cl", "Cl", "Cl", "Cl", "C", "C", "C", "C", "C", "C", "C", "C", "C", "C", "C", "C", "C", "C", "C", "C", "H", "H", "H", "H", "H", "H", "H", "H", "H", "H", "H", "H", "H", "H", "H", "H", "H", "H", "H", "H", "H", "H", "H", "H", "H", "H", "H", "H", "H", "H", "H", "H"], "xyz": [[-2.47426, 4.39987, -1.59561], [3.89861, -1.83493, -2.15270], [5.11516, 2.76256, -2.48882], [0.39111, 5.73867, 2.77097], [-3.59117, 1.17237, -0.75700], [-3.20988, -4.70909, -0.29424], [-4.29831, 0.47322, 2.96883], [0.99960, 0.83134, -7.57810], [-5.28188, -0.45431, -2.50478], [0.95639, 0.28334, -4.69768], [1.36656, -2.95604, 7.50285], [6.68010, -1.34102, -3.06157], [3.29054, -0.04791, 4.16507], [1.00179, 4.69552, 0.06547], [-1.73615, -2.34699, -5.10255], [-2.48951, 1.20151, 5.86307], [-3.47421, -0.16875, -6.07816], [-1.44122, -1.52303, -1.40783], [-0.87205, 2.54365, 3.74129], [2.22641, 3.07714, -2.93502], [0.79567, -3.63863, 1.63719], [-4.04229, -4.34131, -3.14439], [4.54572, 0.99220, 0.89789], [7.23974, 2.15923, 0.59379], [-0.16955, 0.02464, 0.78090], [0.05924, -1.14275, 5.52995], [3.23759, 2.90132, 3.80268], [1.54409, -4.44661, -2.44842], [-1.66683, 2.36739, -3.56963], [-2.91980, -2.04425, 2.00300], [3.56708, -2.91513, 2.21609], [-0.57159, -6.39096, -3.01333], [-3.06556, -0.78260, 3.26679], [-4.56374, -4.55830, -1.47209], [-0.13639, -4.84659, -2.20470], [-0.25278, 5.35102, 1.15939], [-2.01028, 2.75490, 5.08797], [-0.10975, -2.55890, 6.61167], [-0.27789, -0.20700, -0.97154], [5.22996, -0.66445, -2.33817], [5.93446, 1.78551, 1.71861], [-1.45408, 4.02107, -3.03521], [-3.41351, -1.73705, -5.28823], [0.11254, 1.07254, -6.04933], [2.29731, 1.39780, 4.03079], [-4.57129, -0.29265, -0.88029], [2.04432, -3.50536, 2.89165], [3.58073, 3.27156, -1.80315], [0.68448, -0.45844, -1.37988], [-4.00778, -1.18481, -0.67863], [-0.85000, -2.25876, 7.32424], [4.85547, 0.13913, -2.93271], [5.50431, 2.62876, 2.23282], [-5.45067, -0.19285, -0.26384], [-0.95441, 4.56335, 1.34471], [-2.91995, 3.20501, 4.75371], [-1.73158, 4.68482, -3.82596], [-0.75811, -4.12768, -2.69475], [1.68679, 1.30404, 3.15402], [-1.51938, 3.31746, 5.86825], [1.69339, 1.52140, 4.91492], [-2.12778, -0.26755, 3.24740], [-3.82260, -1.67814, -4.30077], [-5.18207, -5.44104, -1.38962], [6.21620, 0.99038, 2.38179], [3.40415, 2.67159, -0.91488], [-0.44071, -3.37309, 6.00892], [-0.42392, 4.12061, -2.72927], [-0.68114, 6.23065, 0.71797], [3.62534, 4.33842, -1.60816], [-0.30596, -5.06179, -1.15797], [2.13647, -4.48008, 3.32461], [-5.12156, -3.69291, -1.17001], [0.13404, 2.12572, -5.79840], [-0.88429, 0.67727, -6.10917], [-3.22576, -1.22599, 4.23651], [1.66124, -2.77809, 3.58938], [-3.90704, -2.44847, -5.91826], [5.46307, -0.34926, -1.33399], [-0.77098, 0.67658, -1.32629]], "forces_ev_per_angstrom": [[0.3, 0.0, -0.4], [0.1, -0.1, -0.1], [0.2, 0.1, -0.2], [0.1, 0.2, -0.2], [-0.1, -0.3, 0.1], [-0.3, 0.0, -0.5], [0.0, -0.5, -0.1], [-0.4, 0.0, 0.3], [0.1, -0.1, -0.3], [-0.1, -0.3, -0.1], [-0.2, 0.0, -0.3], [0.0, -0.1, -0.1], [0.1, 0.1, 0.1], [-0.3, 0.2, 0.2], [-0.2, 0.2, -0.1], [0.2, 0.5, -0.2], [0.0, 0.2, 0.0], [0.6, 0.1, 0.1], [-0.4, -0.1, 0.2], [0.0, -0.3, 0.0], [-0.1, 0.0, -0.2], [0.1, -0.1, 0.3], [-0.1, 0.2, -0.3], [-0.2, 0.1, 0.3], [0.2, -0.1, 0.1], [0.2, -0.3, 0.0], [-0.1, -0.2, 0.2], [0.4, 0.2, 0.0], [-0.2, -0.2, -0.1], [-0.5, 0.4, 0.5], [-0.1, -0.3, 0.2], [0.1, -0.1, -0.1], [0.2, 0.1, -0.6], [0.3, -0.1, 0.4], [0.0, -1.3, -0.3], [0.7, -0.4, 0.4], [0.3, -0.8, 0.5], [0.3, 0.9, 0.1], [-1.2, -0.5, 0.4], [-0.3, -0.5, 0.5], [-0.7, -0.9, -0.5], [-0.1, -0.2, 0.9], [1.0, -0.3, -0.1], [1.0, 0.2, 0.2], [0.3, 0.3, -0.2], [-0.7, 0.5, -0.4], [-0.4, 0.5, -0.6], [-0.2, 0.3, 0.0], [0.2, 0.1, -0.1], [0.4, 0.0, 0.2], [-0.3, -0.1, 0.4], [0.0, 0.3, -0.4], [0.4, 0.4, 0.0], [0.2, 0.0, 0.5], [-0.5, -0.2, -0.3], [-0.3, 0.3, -0.4], [-0.1, 0.3, -0.3], [-0.3, 0.6, 0.3], [-0.2, -0.1, -0.3], [0.0, 0.2, -0.1], [0.0, -0.1, 0.2], [0.5, 0.2, 0.1], [-0.3, 0.1, 0.3], [0.1, -0.2, -0.1], [0.6, 0.1, 0.5], [-0.1, 0.2, -0.1], [0.0, -0.6, -0.3], [0.1, 0.2, 0.1], [-0.1, 0.2, -0.1], [0.2, -0.1, 0.3], [-0.2, 0.6, 0.1], [0.4, -0.3, 0.2], [-0.2, 0.4, 0.0], [-0.2, 0.0, -0.3], [-0.2, -0.2, -0.2], [-0.2, -0.2, 0.0], [0.2, 0.2, 0.3], [-0.4, -0.2, -0.2], [0.2, 0.2, 0.1], [0.3, 0.4, -0.5]], "mulliken_charge": [-0.170, -0.040, -0.137, -0.150, -0.023, -0.106, -0.158, -0.182, -0.195, -0.022, -0.148, -0.181, -0.136, -0.045, -0.130, -0.135, -0.177, 0.167, 0.016, -0.092, -0.074, -0.098, -0.029, -0.143, 0.123, -0.015, -0.175, -0.129, -0.018, -0.029, -0.124, -0.194, -0.039, -0.295, 0.373, -0.341, -0.569, -0.502, -0.331, 0.161, -0.341, -0.092, 0.212, 0.113, 0.126, -0.021, 0.070, -0.208, 0.298, -0.175, 0.349, 0.063, 0.204, 0.367, 0.158, 0.382, 0.408, -0.173, -0.249, 0.349, 0.393, -0.157, -0.302, 0.390, 0.347, 0.039, 0.333, -0.092, 0.359, 0.401, 0.073, 0.339, 0.120, 0.234, -0.161, 0.348, -0.212, 0.386, -0.030, -0.157]}